# 1
This record from the Open Molecules 2025 dataset describes C18H31As3Br4O3Ru as an isolated structure at a distorted geometry. The level of theory is the ωB97M-V functional and the def2-TZVPD basis.

CARTESIAN COORDINATES (ANGSTROEM)
1 Ru 0.202 2.088 -0.245
2 C 1.731 1.283 3.039
3 As 0.660 0.594 1.586
4 C -0.873 -0.070 2.536
5 C 1.756 -0.952 1.103
6 C 1.422 -1.755 -0.162
7 C 2.333 -2.991 -0.185
8 C 1.781 -0.960 -1.433
9 As 0.651 0.522 -2.019
10 C 1.712 1.120 -3.521
11 C -0.846 -0.286 -2.921
12 C -0.060 -2.168 -0.215
13 As -0.971 -3.453 1.014
14 C -0.429 -5.124 0.151
15 C 0.147 -3.664 2.618
16 H 1.927 0.465 3.730
17 H 1.185 2.071 3.556
18 H 2.665 1.693 2.663
19 H -0.523 -0.668 3.375
20 H -1.529 -0.646 1.889
21 H -1.432 0.786 2.916
22 H 1.735 -1.611 1.974
23 H 2.774 -0.557 1.032
24 H 3.383 -2.697 -0.265
25 H 2.094 -3.625 -1.041
26 H 2.223 -3.585 0.719
27 H 1.811 -1.649 -2.282
28 H 2.786 -0.537 -1.339
29 H 1.870 0.273 -4.187
30 H 2.671 1.510 -3.188
31 H 1.183 1.904 -4.060
32 H -0.471 -1.132 -3.494
33 H -1.284 0.448 -3.597
34 H -1.602 -0.602 -2.208
35 H -0.248 -2.632 -1.188
36 H -0.689 -1.274 -0.178
37 H -0.799 -5.145 -0.874
38 H -0.890 -5.948 0.694
39 H 0.651 -5.264 0.151
40 H 0.170 -2.760 3.223
41 H 1.163 -3.996 2.415
42 H -0.349 -4.437 3.205
43 Br -6.153 4.748 -0.263
44 C -4.695 3.568 -0.250
45 C -4.911 2.173 -0.208
46 Br -6.654 1.484 -0.171
47 C -3.833 1.299 -0.193
48 Br -3.988 -0.578 -0.120
49 C -2.546 1.819 -0.219
50 O -1.436 1.072 -0.199
51 C -2.334 3.182 -0.263
52 O -1.027 3.515 -0.282
53 C -3.400 4.072 -0.276
54 Br -2.997 5.903 -0.323
55 C 2.202 4.198 -0.406
56 O 2.422 2.827 0.048
57 H 3.060 4.823 -0.163
58 H 1.338 4.579 0.133
59 H 2.021 4.225 -1.480
60 H 3.244 2.524 -0.353

Computed properties:
Net charge: +1
Orbital gap (spin up / spin down), Ha: 0.241 / 0.230
HOMO energy (spin up / spin down), eV: -10.5 / -10.5
Electronic energy, eV: -490571.7513
Spin multiplicity: 2
ΔE to the lowest compared entry with this formula, charge and spin, kJ/mol: 111.8
Expectation value of S²: 0.761
F_max, eV/Å: 1.53

***

# 2
This record from the Open Molecules 2025 dataset describes C23H41AuN2P3Se as an isolated structure at a distorted geometry. The level of theory is the ωB97M-V functional and the def2-TZVPD basis.

CARTESIAN COORDINATES (ANGSTROEM)
1 Au 0.177 0.354 1.308
2 P 0.575 2.615 1.220
3 P 1.767 -1.089 2.445
4 P -1.939 -0.392 1.891
5 H -4.304 -0.983 -6.396
6 C -5.089 -0.394 -5.914
7 C -5.007 0.933 -5.774
8 H -4.219 1.503 -6.258
9 C 1.740 3.416 0.105
10 C 1.208 2.898 2.900
11 C -0.992 3.503 1.077
12 C 1.698 -2.869 2.088
13 C 3.565 -0.828 2.571
14 C 1.246 -1.008 4.193
15 C -3.285 0.102 0.796
16 C -2.166 0.460 3.478
17 C -2.084 -2.171 2.158
18 H -5.964 -0.950 -5.589
19 H -5.749 1.488 -5.203
20 H 1.694 2.912 -0.869
21 H 2.767 3.330 0.499
22 H 1.452 4.472 -0.036
23 H 2.181 2.405 3.008
24 H 0.529 2.468 3.643
25 H 1.332 3.963 3.104
26 H -1.337 3.424 0.038
27 H -0.859 4.560 1.333
28 H -1.759 3.066 1.728
29 H 2.322 -3.436 2.798
30 H 2.055 -3.042 1.068
31 H 0.666 -3.234 2.140
32 H 3.998 -1.472 3.354
33 H 3.800 0.225 2.797
34 H 4.054 -1.074 1.623
35 H 1.953 -1.535 4.844
36 H 0.252 -1.440 4.327
37 H 1.191 0.036 4.518
38 H -4.228 -0.072 1.333
39 H -3.238 -0.506 -0.118
40 H -3.182 1.161 0.528
41 H -3.134 0.165 3.893
42 H -2.139 1.546 3.334
43 H -1.365 0.190 4.175
44 H -3.110 -2.358 2.505
45 H -1.359 -2.510 2.909
46 H -1.899 -2.677 1.200
47 C -1.472 -1.628 -2.200
48 C -1.931 -0.516 -2.933
49 C -3.159 -0.628 -3.589
50 C -3.931 -1.789 -3.520
51 C -3.487 -2.877 -2.765
52 C -2.287 -2.770 -2.080
53 Se 0.226 -1.925 -1.431
54 H 0.859 -0.974 -2.400
55 H -1.346 0.414 -2.978
56 H -3.533 0.183 -4.216
57 H -4.842 -1.872 -4.094
58 H -4.054 -3.796 -2.718
59 H -1.954 -3.590 -1.445
60 N 7.253 1.737 0.940
61 C 6.364 1.337 0.289
62 C 5.321 0.799 -0.562
63 C 5.646 0.151 -1.771
64 C 4.616 -0.374 -2.544
65 C 3.308 -0.231 -2.082
66 N 2.989 0.418 -0.978
67 C 3.962 0.916 -0.207
68 H 6.673 0.053 -2.103
69 H 4.757 -0.907 -3.464
70 H 2.522 -0.679 -2.667
71 H 3.686 1.396 0.748

Computed properties:
Net charge: +3
Orbital gap (spin up / spin down), Ha: 0.300 / 0.148
HOMO energy (spin up / spin down), eV: -16.4 / -16.4
Electronic energy, eV: -124373.1059
Spin multiplicity: 3
ΔE to the lowest compared entry with this formula, charge and spin, kJ/mol: 0.0
Expectation value of S²: 2.024
F_max, eV/Å: 2.82

***

# 3
This record from the Open Molecules 2025 dataset describes an isolated ion of composition C7H11O and charge -1 at a distorted geometry. The level of theory is the ωB97M-V functional and the def2-TZVPD basis.

CARTESIAN COORDINATES (ANGSTROEM)
1 C -2.870 -0.423 0.466
2 O -4.012 -0.428 -0.237
3 C -1.696 0.166 -0.342
4 C -0.396 0.357 0.451
5 C 0.864 0.553 -0.315
6 C 2.061 0.344 0.270
7 C 3.529 -0.635 0.484
8 C 3.306 0.135 -0.706
9 H -2.949 0.147 1.437
10 H -2.572 -1.461 0.787
11 H -2.065 1.145 -0.663
12 H -1.514 -0.450 -1.228
13 H -0.372 -0.455 1.178
14 H -0.596 1.182 1.155
15 H 0.848 0.117 -1.315
16 H 2.258 0.974 1.130
17 H 3.778 -1.701 0.401
18 H 3.754 1.094 -0.972
19 H 2.843 -0.212 -1.640

Computed properties:
Net charge: -1
Orbital gap, Ha: 0.156
HOMO energy, eV: -2.4
Electronic energy, eV: -9477.7367
ΔE to the lowest compared entry with this formula, charge and spin, kJ/mol: 517.6
F_max, eV/Å: 4.77